(1)
The following is a quantum chemistry calculation of a molecular structure, C41H49ClF3IN3O12PS2 in a non-equilibrium geometry, from the OMol25 dataset.

## Properties
HOMO energy (eV): -2.378
Largest force on an atom (hartree/bohr): 0.235
DFT total energy (Ha): -4853.7801
M (g mol⁻¹): 1090.311
HOMO-LUMO gap (eV): 5.854
Charge: -2

Last column: Löwdin charge in e.
Geometry (Å):
C1 -1.81 -5.17 4.13  -0.155
C2 -1.08 -4.09 3.33  -0.330
C3 -1.11 -4.07 1.80  -0.507
I1 -0.42 -6.10 1.28  0.932
C4 -2.32 -3.33 1.04  -0.176
C5 -3.42 -4.35 0.70  -0.256
C6 -4.41 -4.21 -0.27  -0.046
C7 -5.34 -5.21 -0.46  -0.053
C8 -5.28 -6.35 0.32  -0.072
C9 -4.29 -6.39 1.28  -0.146
N1 -3.40 -5.44 1.47  0.063
C10 -1.63 -2.56 -0.24  -0.156
C11 -0.72 -3.55 -1.04  -0.294
N2 -1.33 -4.78 -1.54  -0.022
P1 -2.73 -1.95 -1.69  0.565
O1 -4.00 -1.23 -1.53  -0.265
O2 -3.06 -3.22 -2.65  -0.163
O3 -1.73 -1.13 -2.65  -0.114
C12 -0.70 -1.31 0.20  -0.229
C13 0.80 -1.43 -0.12  -0.114
C14 1.28 -1.08 -1.52  -0.148
C15 2.66 -0.36 -1.49  -0.145
C16 2.52 1.10 -1.88  -0.318
N3 2.36 1.27 -3.34  0.046
C17 -1.10 0.18 -0.22  -0.523
O4 -0.16 0.99 -0.09  -0.005
O5 -2.28 0.40 -0.51  0.014
O6 -0.58 -1.23 1.67  -0.180
S1 -1.84 -0.96 2.58  0.714
O7 -2.42 0.33 2.36  -0.368
O8 -1.33 -1.11 3.91  -0.258
C18 -3.01 -2.29 2.06  -0.200
C19 -4.14 -1.47 1.38  -0.169
C20 -5.00 -0.68 2.38  -0.161
C21 -5.50 0.59 1.66  -0.188
C22 -4.90 1.84 2.30  -0.261
S2 -4.11 2.86 1.06  0.368
O9 -4.63 4.20 1.14  -0.381
O10 -4.12 2.23 -0.22  -0.335
Cl1 -2.17 2.86 1.67  0.521
C23 -3.80 -2.96 3.30  -0.697
O11 -3.41 -2.76 4.44  -0.004
O12 -4.82 -3.57 2.92  -0.008
H1 -1.75 -4.85 5.17  0.074
H2 -1.33 -6.14 4.08  0.019
H3 -2.87 -5.23 3.92  0.053
H4 -0.02 -4.25 3.58  0.095
H5 -1.32 -3.14 3.78  0.060
H6 -0.21 -3.53 1.53  0.038
H7 -4.52 -3.31 -0.84  0.069
H8 -6.11 -5.08 -1.20  0.104
H9 -5.99 -7.15 0.21  0.089
H10 -4.23 -7.26 1.92  0.106
H11 0.15 -3.83 -0.46  0.061
H12 -0.32 -3.03 -1.90  0.078
H13 -0.72 -5.57 -1.51  0.005
H14 -2.29 -4.98 -1.35  0.042
H15 -3.40 -2.81 -3.46  0.085
H16 -1.22 -1.74 -3.21  0.079
H17 1.22 -2.37 0.24  0.123
H18 1.26 -0.72 0.54  0.094
H19 1.42 -1.95 -2.17  0.100
H20 0.61 -0.40 -2.03  0.102
H21 3.16 -0.44 -0.54  0.082
H22 3.30 -0.81 -2.25  0.100
H23 3.43 1.63 -1.60  0.096
H24 1.71 1.55 -1.30  0.011
H25 1.37 1.29 -3.57  0.059
H26 2.68 2.20 -3.58  0.045
H27 -3.73 -0.69 0.74  0.070
H28 -4.80 -2.07 0.77  0.107
H29 -5.87 -1.23 2.74  0.113
H30 -4.38 -0.36 3.20  0.094
H31 -5.29 0.59 0.59  0.094
H32 -6.59 0.64 1.74  0.105
H33 -4.16 1.57 3.05  0.071
H34 -5.62 2.49 2.78  0.094
F1 3.22 0.17 1.36  0.042
C24 4.16 1.07 1.69  -0.352
C25 3.91 1.94 2.72  0.005
C26 4.88 2.87 3.06  -0.064
C27 6.08 2.92 2.36  -0.090
C28 6.31 2.02 1.32  -0.075
C29 5.35 1.08 0.98  -0.056
H35 2.96 1.89 3.24  0.136
H36 4.70 3.56 3.87  0.104
H37 6.84 3.65 2.62  0.095
H38 7.24 2.06 0.77  0.105
H39 5.51 0.38 0.18  0.140
F2 4.67 4.06 -1.17  0.015
C30 3.42 3.53 -0.96  -0.270
C31 2.35 4.09 -1.62  -0.030
C32 1.09 3.54 -1.40  -0.054
C33 0.92 2.47 -0.54  -0.144
C34 2.02 1.94 0.11  -0.083
C35 3.29 2.47 -0.10  -0.075
H40 2.50 4.93 -2.29  0.089
H41 0.23 3.95 -1.92  0.102
H42 -0.06 2.04 -0.37  -0.078
H43 1.89 1.10 0.79  0.121
H44 4.17 2.06 0.39  0.045
F3 8.05 8.26 -4.87  0.037
C36 6.82 7.74 -4.67  -0.294
C37 5.75 8.29 -5.34  -0.033
C38 4.49 7.75 -5.13  -0.088
C39 4.32 6.68 -4.26  -0.084
C40 5.42 6.15 -3.59  -0.059
C41 6.68 6.68 -3.80  -0.014
H45 5.90 9.13 -6.01  0.110
H46 3.64 8.16 -5.65  0.101
H47 3.34 6.27 -4.10  0.093
H48 5.28 5.32 -2.91  0.088
H49 7.55 6.27 -3.30  0.116

(2)
The following is a quantum chemistry calculation of 8 unconnected molecules or ions with the total composition C24H56N2O8Si in a non-equilibrium geometry, from the OMol25 dataset.

## Properties
HOMO energy (eV): -8.602
Largest force on an atom (hartree/bohr): 0.036
DFT total energy (Ha): -1948.8887
M (g mol⁻¹): 528.804
HOMO-LUMO gap (eV): 9.103

Last column: Löwdin charge in e.
Geometry (Å):
C1 3.11 -2.26 1.59  -0.140
N1 1.76 -2.85 1.34  -0.167
C2 0.83 -1.74 1.05  -0.306
Si1 -0.98 -2.26 1.17  0.703
C3 -2.00 -0.98 0.20  -0.196
C4 -1.28 0.36 0.38  -0.319
C5 -1.11 0.89 1.64  -0.068
C6 -0.42 2.07 1.78  -0.075
C7 0.10 2.70 0.67  -0.089
C8 -0.09 2.18 -0.58  -0.070
C9 -0.78 0.99 -0.74  -0.041
O1 -1.42 -2.26 2.85  -0.096
C10 -2.65 -1.90 3.05  -0.431
N2 -3.59 -1.23 3.05  0.169
H1 3.17 -1.28 1.08  0.076
H2 3.26 -2.03 2.65  0.052
H3 3.92 -2.87 1.19  0.078
H4 1.90 -3.35 0.47  0.082
H5 1.05 -0.92 1.74  0.087
H6 0.99 -1.31 0.04  0.095
H7 -1.10 -3.61 0.57  0.008
H8 -3.04 -0.92 0.54  0.048
H9 -1.98 -1.27 -0.85  0.083
H10 -1.49 0.40 2.53  0.104
H11 -0.27 2.51 2.76  0.108
H12 0.68 3.62 0.74  0.096
H13 0.31 2.67 -1.46  0.086
H14 -0.94 0.52 -1.71  0.105
C11 5.42 0.53 5.18  -0.088
C12 4.76 -0.82 4.94  -0.304
O2 4.97 -1.25 3.60  -0.111
H15 5.02 1.28 4.49  0.081
H16 5.25 0.87 6.20  0.075
H17 6.49 0.47 5.00  0.043
H18 3.68 -0.75 5.10  0.112
H19 5.17 -1.57 5.62  0.109
H20 5.92 -1.32 3.46  0.086
C13 10.63 2.05 4.06  -0.094
C14 9.62 1.05 4.60  -0.316
O3 8.41 1.09 3.84  -0.099
H21 10.22 3.06 4.08  0.076
H22 11.55 2.03 4.64  0.074
H23 10.87 1.82 3.02  0.072
H24 9.36 1.30 5.63  0.113
H25 10.03 0.04 4.57  0.109
H26 8.63 0.86 2.93  0.084
C15 -5.13 0.69 -0.56  -0.080
C16 -5.20 1.19 -1.99  -0.311
O4 -4.25 0.52 -2.81  -0.098
H27 -4.13 0.86 -0.16  0.058
H28 -5.85 1.21 0.08  0.079
H29 -5.33 -0.38 -0.51  0.071
H30 -4.99 2.25 -2.04  0.113
H31 -6.21 1.02 -2.40  0.099
H32 -4.45 -0.42 -2.79  0.058
C17 -5.80 -4.59 1.42  -0.095
C18 -7.01 -3.67 1.45  -0.324
O5 -7.19 -3.16 2.77  -0.088
H33 -5.93 -5.41 2.13  0.077
H34 -5.64 -5.00 0.42  0.072
H35 -4.92 -4.02 1.73  0.057
H36 -7.92 -4.21 1.18  0.110
H37 -6.88 -2.84 0.76  0.102
H38 -6.39 -2.68 3.01  0.067
C19 -7.29 -1.35 -6.12  -0.091
C20 -6.19 -0.72 -5.29  -0.315
O6 -5.52 -1.71 -4.50  -0.092
H39 -8.02 -1.85 -5.48  0.077
H40 -7.81 -0.59 -6.71  0.075
H41 -6.89 -2.10 -6.80  0.072
H42 -6.60 0.02 -4.60  0.101
H43 -5.46 -0.22 -5.93  0.113
H44 -5.14 -2.35 -5.10  0.083
C21 -0.61 -0.62 -5.44  -0.090
C22 0.47 0.07 -4.62  -0.322
O7 1.16 -0.88 -3.80  -0.091
H45 -1.32 -1.12 -4.79  0.073
H46 -1.14 0.10 -6.06  0.075
H47 -0.17 -1.38 -6.09  0.072
H48 0.03 0.81 -3.96  0.098
H49 1.20 0.57 -5.27  0.108
H50 1.56 -1.53 -4.38  0.077
C23 3.62 5.87 -1.88  -0.093
C24 2.80 4.77 -1.23  -0.321
O8 1.55 4.60 -1.89  -0.099
H51 3.07 6.81 -1.86  0.076
H52 4.57 6.00 -1.36  0.074
H53 3.82 5.63 -2.92  0.072
H54 2.58 5.01 -0.19  0.106
H55 3.34 3.82 -1.25  0.113
H56 1.73 4.37 -2.81  0.084

(3)
The following is a quantum chemistry calculation of a single C5H9NO molecule, from the OMol25 dataset.

## Properties
HOMO energy (eV): -8.709
Largest force on an atom (hartree/bohr): 0.008
DFT total energy (Ha): -325.7169
M (g mol⁻¹): 99.133
HOMO-LUMO gap (eV): 8.754

Last column: Löwdin charge in e.
Geometry (Å):
O1 -2.30 -1.74 0.88  -0.057
C1 -1.47 -0.92 0.09  -0.283
C2 -0.41 1.71 0.02  0.215
C3 0.45 0.52 -0.06  -0.621
C4 1.59 0.46 -1.01  -0.108
N1 1.71 1.23 0.22  0.069
C5 -0.07 -0.69 0.68  -0.129
H1 -2.47 -1.25 1.69  0.092
H2 -1.39 -1.38 -0.90  0.130
H3 -1.92 0.08 -0.05  0.098
H4 -0.31 2.26 -0.94  0.021
H5 1.59 1.06 -1.91  0.104
H6 2.13 -0.49 -1.07  0.111
H7 2.23 0.76 0.96  0.113
H8 0.57 -1.57 0.58  0.120
H9 -0.17 -0.45 1.75  0.123

(4)
The following is a quantum chemistry calculation of a molecular structure, C46H47AsI2IrNO7PS in a non-equilibrium geometry, from the OMol25 dataset.

## Properties
Spin multiplicity: 2
HOMO energy (spin up / spin down) (eV): -12.496 / -12.497
Largest force on an atom (hartree/bohr): 0.071
DFT total energy (Ha): -6036.9539
M (g mol⁻¹): 1309.870
HOMO-LUMO gap (spin up / spin down) (eV): 4.275 / 4.455
Charge: +2

Last column: Löwdin charge in e.
Geometry (Å):
Ir1 -0.08 -0.43 0.12  1.036
I1 2.03 -0.43 2.13  1.149
C1 1.02 1.20 3.07  -0.972
I2 -0.97 1.34 2.29  1.048
H1 1.54 2.12 2.84  -0.007
H2 0.96 1.02 4.14  -0.022
C2 -2.11 -4.19 -5.47  -0.038
O1 -2.44 -2.84 -5.75  -0.023
C3 -2.27 -1.92 -4.81  -0.249
C4 -2.64 -0.60 -5.17  0.042
C5 -2.53 0.39 -4.26  -0.007
C6 -2.02 0.16 -2.96  -0.134
C7 -1.95 1.19 -2.00  -0.345
C8 -2.51 2.55 -2.30  0.031
O2 -1.42 1.06 -0.86  -0.194
C9 -1.58 -1.15 -2.62  -0.281
O3 -1.04 -1.50 -1.47  -0.203
C10 -1.75 -2.18 -3.56  0.071
H3 -2.34 -4.74 -6.38  0.105
H4 -2.72 -4.58 -4.65  0.101
H5 -1.05 -4.30 -5.24  0.099
H6 -3.01 -0.42 -6.17  0.138
H7 -2.82 1.39 -4.55  0.122
H8 -1.95 2.97 -3.14  0.082
H9 -2.41 3.19 -1.43  0.096
H10 -3.56 2.48 -2.59  0.109
H11 -1.43 -3.17 -3.27  0.099
C11 4.59 5.80 -2.28  -0.037
C12 3.67 4.80 -2.92  -0.253
C13 2.33 4.72 -2.53  -0.023
C14 1.48 3.80 -3.10  -0.050
C15 1.97 2.95 -4.08  -0.288
C16 3.30 3.00 -4.48  -0.052
C17 4.14 3.93 -3.90  -0.018
S1 0.89 1.76 -4.84  0.663
O4 -0.45 2.26 -4.76  -0.281
O5 1.46 1.33 -6.07  -0.253
N1 0.90 0.44 -3.83  -0.102
C18 2.07 -0.43 -3.76  -0.169
C19 2.96 -0.16 -2.52  -0.040
C20 2.03 -0.23 -1.35  -0.662
O6 1.63 -1.36 -0.88  -0.105
O7 1.49 0.82 -0.92  -0.103
H12 4.07 6.73 -2.05  0.086
H13 5.44 6.02 -2.93  0.084
H14 4.99 5.40 -1.34  0.089
H15 1.95 5.41 -1.78  0.119
H16 0.43 3.75 -2.82  0.105
H17 3.64 2.34 -5.27  0.120
H18 5.17 3.99 -4.22  0.123
H19 0.49 0.67 -2.93  0.070
H20 2.64 -0.30 -4.68  0.126
H21 1.73 -1.47 -3.71  0.126
H22 3.40 0.83 -2.56  0.126
H23 3.73 -0.93 -2.45  0.140
C21 -1.08 -2.79 2.83  -0.380
C22 -1.57 -4.21 3.10  -0.419
As1 -1.55 -4.75 5.01  1.328
C23 -0.54 -3.28 5.80  -0.426
C24 -1.13 -2.06 6.13  -0.112
C25 -0.38 -1.05 6.71  -0.086
C26 0.97 -1.26 6.98  -0.089
C27 1.56 -2.47 6.67  -0.082
C28 0.81 -3.48 6.09  -0.125
C29 -3.35 -4.24 5.55  -0.435
C30 -3.74 -4.64 6.82  -0.120
C31 -5.00 -4.33 7.30  -0.066
C32 -5.89 -3.61 6.50  -0.072
C33 -5.50 -3.20 5.24  -0.080
C34 -4.24 -3.52 4.75  -0.123
P1 -1.03 -2.45 1.02  0.978
C35 0.02 -3.75 0.33  -0.364
C36 1.24 -3.97 0.96  -0.118
C37 2.12 -4.92 0.45  -0.047
C38 1.78 -5.64 -0.68  -0.038
C39 0.57 -5.40 -1.32  -0.040
C40 -0.30 -4.45 -0.83  -0.076
C41 -2.76 -2.59 0.50  -0.350
C42 -3.51 -1.41 0.47  -0.107
C43 -4.85 -1.44 0.13  -0.049
C44 -5.46 -2.64 -0.19  -0.044
C45 -4.72 -3.82 -0.16  -0.044
C46 -3.38 -3.80 0.18  -0.081
H24 -0.09 -2.64 3.25  0.043
H25 -1.75 -2.05 3.28  0.076
H26 -0.95 -4.94 2.58  0.055
H27 -2.60 -4.35 2.76  0.046
H28 -2.19 -1.91 5.94  0.099
H29 -0.85 -0.11 6.96  0.106
H30 1.55 -0.48 7.46  0.107
H31 2.60 -2.65 6.91  0.109
H32 1.27 -4.44 5.87  0.097
H33 -3.06 -5.22 7.44  0.101
H34 -5.30 -4.65 8.29  0.112
H35 -6.88 -3.38 6.87  0.111
H36 -6.18 -2.63 4.62  0.105
H37 -3.96 -3.20 3.76  0.079
H38 1.51 -3.43 1.85  0.062
H39 3.07 -5.10 0.94  0.119
H40 2.46 -6.38 -1.08  0.120
H41 0.31 -5.96 -2.21  0.117
H42 -1.23 -4.24 -1.34  0.088
H43 -3.03 -0.47 0.69  0.052
H44 -5.42 -0.52 0.11  0.117
H45 -6.50 -2.67 -0.47  0.119
H46 -5.20 -4.76 -0.40  0.119
H47 -2.83 -4.73 0.21  0.111